Below is the molecule C3H5NO4 in a non-equilibrium geometry, with properties calculated with wB97M-V/def2-TZVPD.

The value obtained for the molecular weight is 119.1 g mol⁻¹. As for the total energy: -472.8903 hartree. As for the SMILES: O=COCO/C=N/O. The orbital gap comes out at 10.993 eV. The total charge is 0. The HOMO energy comes out at -10.243 eV.

Geometry (Å):
1 O 3.13252 -1.10416 -0.11356
2 C 2.85697 0.06526 0.13159
3 O 1.68301 0.69143 0.42444
4 C 0.50975 -0.08340 0.15958
5 O -0.22001 1.09188 -0.12071
6 C -1.61576 0.83084 -0.09790
7 N -1.94596 -0.39063 -0.07073
8 O -3.41313 -0.68392 0.28062
9 H 3.76509 0.79241 -0.21762
10 H 0.27394 -0.80052 0.90646
11 H 0.71090 -0.67611 -0.80512
12 H -2.24291 1.81647 -0.21368
13 H -3.49439 -1.54953 -0.26337

Cartesian forces, eV/Å:
-1.98 1.68 1.20
3.08 0.24 -2.59
3.12 -2.16 0.38
2.38 0.98 -3.34
-4.72 -1.40 0.29
0.33 1.85 -0.63
-2.16 -0.40 1.17
2.50 -0.90 -2.54
-2.40 -0.68 1.62
-0.85 0.18 1.11
-0.51 0.74 1.30
1.13 -2.19 0.59
0.07 2.08 1.44